C26H43Al2BrCl2F10N2Na2O15P3S4 | ωB97M-V/def2-TZVPD

The geometry in XYZ format:
```
110
Properties=species:S:1:pos:R:3:forces:R:3:mulliken_charge:R:1
C 4.90839 -1.39476 1.93122 0.143 -0.912 -1.655 -0.70
C 4.48700 -2.73005 1.23347 0.949 1.935 0.653 0.26
O 4.55739 -3.77208 1.75243 -0.240 -1.472 0.270 -0.42
O 4.04853 -2.58390 -0.10404 -0.834 0.333 0.697 -0.44
C 2.61180 -2.77466 -0.24886 -0.592 -0.848 -1.581 -0.67
C 2.18786 -2.38231 -1.75602 0.174 -1.169 0.319 -0.77
C 0.67632 -1.97581 -1.85698 0.194 0.119 1.178 -2.05
C 0.28830 -0.45778 -1.67952 -0.389 -0.065 0.668 2.07
C 0.42388 0.51977 -2.92066 0.378 -0.521 -0.525 1.21
S 1.31240 -0.35760 -4.32168 0.332 0.222 -0.346 -0.18
C 1.51646 1.67228 -2.59099 -1.444 -2.595 0.435 -0.92
P 3.19196 1.11872 -1.94932 3.402 4.209 0.745 0.86
N 3.94200 2.47764 -1.69283 -0.955 -1.146 0.257 -0.93
O 4.19201 0.37510 -3.15218 -2.240 -0.431 2.011 -0.56
O 3.27485 0.31634 -0.48053 -0.790 -0.962 -2.053 -0.17
O 1.93857 2.42918 -3.72102 -1.153 -0.345 0.088 -0.56
S 0.81855 2.94842 -4.77040 0.770 2.912 -3.307 1.78
O 0.76791 2.24836 -6.03803 -0.499 -1.527 2.194 -0.63
O 1.13426 4.31250 -5.07064 -0.230 -0.381 1.894 -0.61
C -0.80798 2.73666 -3.86349 0.685 -1.248 -0.228 -0.13
P -2.14734 2.96338 -5.27437 -1.453 0.400 -1.005 0.55
O -3.50960 3.64726 -4.57569 1.882 -1.026 -0.220 -0.45
Cl -1.57510 4.33512 -6.68174 -0.313 -0.404 1.247 -0.15
S -0.91274 4.15209 -2.74180 3.579 6.302 -1.360 1.28
O 0.37983 4.58472 -2.19973 -0.847 -2.870 1.176 -0.61
O -1.30189 5.26940 -3.59256 -1.746 -1.959 0.231 -0.59
C -2.08349 4.28355 -1.33729 -2.451 -0.295 2.754 0.94
F -1.85300 3.39387 -0.27614 0.288 0.238 -1.162 -0.30
F -3.36878 4.15573 -1.65781 1.676 -0.814 -0.559 -0.17
C -2.04888 5.71726 -0.57693 -0.280 2.697 0.182 0.32
F -3.32744 6.29305 -0.47768 2.622 -1.694 0.128 -0.23
F -1.27541 6.63319 -1.10624 -0.197 -0.777 0.203 -0.16
F -1.62666 5.57311 0.78196 -0.492 -0.229 -1.782 -0.35
C -0.94384 1.20092 -3.39939 -1.075 0.827 -0.495 1.20
C -2.11890 1.21895 -2.34103 -0.026 -1.212 -0.389 -1.74
C -3.04669 -0.05245 -2.26624 -0.241 -0.468 2.054 -0.59
C -3.77152 0.04574 -0.84408 -0.098 1.741 -2.767 -1.02
S -4.33022 -1.64351 -0.15542 -4.636 0.688 3.804 1.13
O -5.42558 -2.22777 -0.88595 1.924 -0.025 -1.385 -0.66
O -4.85156 -1.40486 1.27476 -1.465 -2.846 -4.367 -0.39
O -3.00921 -2.62231 -0.01912 -1.057 0.391 -1.433 -0.37
P -1.69165 0.19394 -4.86693 0.004 -2.949 -0.342 0.25
O -1.58141 -1.29320 -4.59953 0.281 1.150 0.504 -0.72
H 3.99431 -0.98122 2.39358 0.754 -0.176 -0.148 0.27
H 5.30402 -0.69502 1.15063 -0.546 -0.274 0.752 0.23
H 5.74076 -1.59516 2.63485 -0.883 -0.038 -0.132 0.42
H 2.44143 -3.87611 -0.14739 -0.115 0.975 0.123 0.48
H 1.99595 -2.25302 0.51865 0.741 0.001 -0.403 0.27
H 2.91521 -1.69062 -2.27027 -1.011 -0.493 0.537 0.44
H 2.27574 -3.35548 -2.30867 0.079 0.931 0.254 0.41
H 0.21852 -2.50531 -0.97959 0.241 0.548 -0.759 0.00
H 0.14033 -2.44074 -2.71975 0.585 0.654 0.528 0.80
H 0.81621 0.04890 -0.82404 -0.152 -0.773 -0.632 -0.10
H -0.74396 -0.54377 -1.24873 0.690 0.528 -0.828 -1.64
H 0.76914 -1.58136 -4.52157 -0.407 0.563 0.505 0.34
H 1.06843 2.24725 -1.74657 0.662 0.261 -0.682 0.10
H 4.22350 2.53408 -0.71055 0.041 0.378 -0.421 0.21
H 4.04383 0.90953 -3.95810 0.166 -0.268 0.171 0.44
H 2.71612 0.72607 0.20957 0.421 -0.048 -0.217 0.27
H -4.04375 2.87586 -4.29866 -0.234 0.608 -0.153 0.41
H -1.65379 1.29323 -1.33499 -0.466 0.572 -0.635 0.20
H -2.80365 2.05155 -2.61485 0.579 -0.262 0.665 0.47
H -2.46143 -1.00408 -2.23256 -0.422 0.831 -0.717 0.15
H -3.86868 -0.07591 -3.00768 0.913 -0.218 0.114 0.57
H -3.14144 0.65004 -0.06824 -1.473 -0.878 -3.312 0.47
H -4.69285 0.66205 -1.03365 0.234 -1.129 0.541 0.54
H -2.94056 -3.12050 -0.86375 0.118 -0.056 0.304 0.35
H -1.01714 0.44108 -6.08552 -0.379 0.638 0.381 0.23
H -3.10890 0.37683 -4.95328 0.740 0.672 -0.055 0.17
C -6.12619 -1.02331 4.43105 -0.438 -0.174 -0.293 -0.25
C -7.04303 -1.44580 3.45606 0.219 0.185 0.361 -0.15
C -8.30591 -1.87870 3.83791 0.079 0.039 0.071 -0.57
C -8.66258 -1.88976 5.18129 0.016 0.003 0.023 -0.35
C -7.75605 -1.47054 6.14574 -0.046 -0.018 0.012 -0.41
C -6.48860 -1.04069 5.77195 0.037 0.016 -0.091 -0.44
H -5.13846 -0.68244 4.14112 -0.037 -0.044 -0.052 0.27
H -6.77088 -1.42982 2.40984 0.019 -0.029 0.079 0.44
H -9.01464 -2.20793 3.08747 0.025 0.020 0.019 0.37
H -9.64993 -2.22478 5.47599 0.038 0.010 -0.001 0.36
H -8.03797 -1.47786 7.19204 0.013 -0.008 -0.040 0.35
H -5.78244 -0.71709 6.52783 -0.029 -0.009 -0.009 0.36
C -0.83008 -5.79948 -1.52951 -0.083 -0.109 0.199 -0.76
O -0.72437 -4.51082 -0.91749 -0.275 0.099 0.090 -0.25
H -0.41178 -5.74224 -2.53243 -0.013 0.108 0.060 0.26
H -0.27150 -6.53424 -0.94709 -0.035 -0.087 -0.114 0.30
H -1.87843 -6.09718 -1.59328 0.062 -0.138 -0.096 0.28
H -1.09981 -4.58420 -0.03143 0.169 -0.042 -0.021 0.21
C 7.18748 3.20039 2.90789 0.011 0.008 0.001 -1.09
C 6.84895 2.55723 4.24863 0.126 0.321 -0.168 -0.51
C 6.24724 1.15570 4.10333 -0.352 0.272 -0.099 -0.37
C 4.98638 1.22004 3.32736 0.606 0.070 0.593 0.36
N 4.00838 1.29254 2.73482 -0.272 0.251 -0.237 -0.50
H 6.29526 3.34611 2.29480 0.016 -0.040 0.017 0.30
H 7.63888 4.18126 3.06066 0.014 -0.060 -0.029 0.34
H 7.89477 2.58543 2.34537 -0.014 0.046 0.005 0.29
H 6.15184 3.20400 4.78697 0.012 -0.121 0.056 0.31
H 7.75682 2.49175 4.85157 -0.096 -0.120 0.043 0.33
H 6.03472 0.73200 5.08633 -0.087 -0.102 -0.109 0.38
H 6.94559 0.48964 3.59208 -0.080 -0.013 -0.022 0.24
Na 4.90460 -1.17618 -1.41254 0.614 0.284 -0.422 0.96
Br -3.02884 -0.29071 1.49468 6.439 2.898 7.273 -0.46
Na -3.63714 5.13395 1.56559 -0.770 0.025 -0.153 0.96
F -5.26925 5.24641 -1.61247 -0.729 -0.003 0.453 -0.75
Al -1.17568 -1.55456 1.90182 0.489 -0.196 0.186 0.21
F 5.41324 -3.51452 5.43286 -0.868 -1.102 0.220 -0.40
Al 4.49548 -4.96170 5.20080 0.791 0.993 -2.607 0.74
F 3.07265 -4.61349 4.28642 0.889 -0.308 1.145 -0.35
F 4.01187 -5.60343 6.80040 -0.626 1.137 2.435 -0.21
F 5.44621 -6.14430 4.39353 -0.895 0.759 1.109 -0.38
Cl 3.52645 -4.46204 8.64218 0.643 -1.342 -2.402 0.41
```
Forces are in eV/Å.

HOMO   -9.7 eV
DFT total energy   -276832.907 eV
Charge   +1